[1]
Below is 11 unconnected molecules or ions with the total composition C35H82F3N5O15 at a distorted geometry, with properties calculated with ωB97M-V with the def2-TZVPD basis set.

```
140
C35H82F3N5O15 ωB97M-V with the def2-TZVPD basis set
C 27.1686 20.7080 -19.9560
C 26.2277 21.9833 -19.8209
C 26.5198 23.0880 -20.9013
C 26.0430 22.8067 -22.3504
C 24.5832 22.5792 -22.3388
C 24.1645 21.4080 -21.4127
N 24.8220 21.6090 -20.0247
O 24.1168 21.1315 -18.9172
C 24.6233 20.0203 -21.9515
C 22.6052 21.4969 -21.2922
C 26.4184 22.7220 -18.4900
H 26.7832 19.9697 -19.2527
H 28.2118 20.9233 -19.7251
H 27.1397 20.1470 -20.8901
H 27.5870 23.2263 -21.0745
H 25.9968 23.9926 -20.5908
H 26.6473 22.0324 -22.8230
H 26.1202 23.6479 -23.0392
H 24.2998 22.3694 -23.3702
H 24.0981 23.4973 -22.0075
H 25.6143 20.0548 -22.4041
H 23.8731 19.7355 -22.6891
H 24.6423 19.1892 -21.2465
H 22.2355 20.4734 -21.2307
H 22.0761 21.9801 -22.1136
H 22.2603 21.9599 -20.3676
H 26.5226 22.0234 -17.6597
H 25.7019 23.5068 -18.2474
H 27.4059 23.1826 -18.5151
C 21.7466 18.8693 -11.4114
O 22.3100 17.5685 -11.0741
O 20.4244 18.6883 -11.2058
C 22.5288 20.0500 -10.7124
F 21.7436 21.1276 -10.4825
F 22.9735 19.6459 -9.5314
F 23.6127 20.4026 -11.3960
C 23.7200 17.3758 -11.4164
C 24.0870 15.9658 -11.0533
H 24.3801 15.7216 -10.0323
H 23.4237 15.1849 -11.4252
H 24.9603 15.7066 -11.6518
H 24.3853 18.0420 -10.8671
H 23.8918 17.5634 -12.4763
H 21.9891 19.0423 -12.4599
C 21.8057 28.3911 -5.7501
C 20.9918 29.6756 -5.7999
C 21.1493 30.6296 -7.0087
C 20.5658 30.1035 -8.2741
C 20.9907 30.8341 -9.5684
C 20.4023 32.2580 -9.8340
H 21.5745 27.7657 -4.8878
H 22.8618 28.6568 -5.7058
H 21.7478 27.8167 -6.6747
H 19.9053 29.5907 -5.7813
H 21.1929 30.1798 -4.8547
H 22.1534 30.9852 -7.2399
H 20.7434 31.5826 -6.6693
H 20.9375 29.0872 -8.4041
H 19.4830 30.0304 -8.1731
H 22.0632 30.9495 -9.4119
H 20.8358 30.1711 -10.4197
H 19.3531 32.1285 -10.0994
H 20.6046 32.8948 -8.9728
H 20.9160 32.7886 -10.6357
C 16.3832 13.1859 -10.9486
C 17.5253 12.7630 -10.0192
O 18.1545 13.7072 -9.2631
O 16.8361 13.9900 -11.9948
H 15.5666 13.6831 -10.4252
H 15.9636 12.3158 -11.4536
H 18.2390 12.1182 -10.5320
H 17.1850 12.0074 -9.3112
H 18.5180 14.3792 -9.8445
H 16.9685 14.8595 -11.6101
C 15.3894 23.5314 -7.7018
C 15.4914 22.5342 -6.4780
O 15.1551 21.2207 -6.9899
O 14.0615 23.7495 -8.1614
H 15.9926 23.2489 -8.5646
H 15.8245 24.5040 -7.4720
H 14.7958 22.8090 -5.6851
H 16.4656 22.5404 -5.9891
H 15.7637 21.0515 -7.7128
H 13.6585 22.8873 -8.2870
C 15.4679 21.4826 -16.6104
C 14.8909 22.0699 -15.3166
O 14.5535 21.0602 -14.3201
O 16.5946 20.7910 -16.3232
H 15.5944 22.2018 -17.4197
H 14.8019 20.7654 -17.0901
H 14.0593 22.7382 -15.5403
H 15.6705 22.7018 -14.8911
H 15.3675 20.7034 -13.9570
H 16.4073 20.2222 -15.5729
C 21.2402 16.4365 -3.8737
C 22.7212 16.3769 -4.2838
O 23.4425 17.4692 -3.8578
O 20.4859 17.5197 -4.3801
H 21.1346 16.4726 -2.7894
H 20.7936 15.4567 -4.0428
H 22.6815 16.4085 -5.3726
H 23.2491 15.5460 -3.8158
H 22.8262 18.2040 -3.9009
H 20.2270 17.3641 -5.2914
O 21.1538 25.9190 -17.2509
C 20.1825 26.3377 -16.6780
N 19.4079 27.2372 -17.1506
C 19.9491 25.8774 -15.2408
H 19.6978 27.6360 -18.0321
H 18.4711 27.3504 -16.7906
H 20.8058 26.2073 -14.6532
H 19.8896 24.7928 -15.3315
H 19.0455 26.3038 -14.8051
O 31.8331 14.2876 -8.1881
C 30.9007 13.4922 -8.0278
N 30.5673 12.6594 -8.9814
C 30.1767 13.5552 -6.6948
H 31.1630 12.5804 -9.7932
H 29.8863 11.9202 -8.8821
H 29.6191 12.6631 -6.4096
H 29.3902 14.3084 -6.7408
H 30.9758 13.8600 -6.0191
O 19.7363 7.2666 -14.9560
C 19.3528 6.9293 -13.8254
N 18.0597 6.8567 -13.4546
C 20.3670 6.7636 -12.6991
H 17.3533 6.9937 -14.1633
H 17.8689 6.6297 -12.4892
H 19.9397 6.6614 -11.7015
H 21.1569 7.5141 -12.6688
H 20.7424 5.8129 -13.0776
O 24.0986 14.2823 -17.5611
C 23.1859 13.4879 -17.3632
N 23.4697 12.2402 -17.5049
C 21.7898 13.9256 -16.9284
H 24.4597 12.1296 -17.6710
H 22.9713 11.4372 -17.1486
H 20.9779 13.3250 -17.3385
H 21.6715 14.9751 -17.1978
H 21.8268 13.7886 -15.8477
```

The value obtained for the total energy is -3084.35944 Eh. The energy above the lowest of the compared OMol25 structures with the same formula, charge and spin is 166.1 kcal per mole. The calculation puts the orbital gap at 1.5 eV.

---

[2]
Below is 9 unconnected molecules or ions with the total composition C35H87O8S8, with properties calculated with ωB97M-V with the def2-TZVPD basis set.

```
138
C35H87O8S8 ωB97M-V with the def2-TZVPD basis set
C -4.0858 -0.4418 -2.7537
C -3.6159 0.4803 -1.6248
C -2.6438 1.5643 -2.1161
C -1.1827 1.1215 -2.0555
C -0.6228 1.0909 -0.6315
C -0.3392 2.4866 -0.0552
C -0.4841 2.5920 1.4718
C -1.7464 1.9059 1.9825
C -1.9752 1.9698 3.5028
C -2.6748 0.6658 3.9240
C -1.7604 -0.3747 4.5925
C -0.3263 -0.5144 4.0535
C -0.1190 -1.5792 2.9546
C -1.1417 -1.6069 1.8219
C -1.9720 -2.8781 1.7490
C -3.4493 -2.6922 1.3575
C -3.7758 -2.6093 -0.1541
C -2.5417 -2.3590 -1.0232
C -4.5201 -3.8507 -0.6640
H -3.2634 -0.6782 -3.4373
H -4.4644 -1.3900 -2.3601
H -4.8949 0.0215 -3.3275
H -4.4907 0.9679 -1.1809
H -3.1673 -0.1125 -0.8197
H -2.9118 1.8344 -3.1469
H -2.7765 2.4732 -1.5178
H -0.5664 1.7856 -2.6800
H -1.1078 0.1157 -2.4944
H 0.2989 0.5054 -0.6309
H -1.3320 0.5317 -0.0186
H 0.6995 2.7318 -0.3112
H -0.9497 3.2533 -0.5513
H -0.4910 3.6541 1.7449
H 0.3889 2.1507 1.9658
H -1.6633 0.8350 1.7628
H -2.6338 2.2909 1.4589
H -1.0033 2.0686 3.9945
H -2.5744 2.8500 3.7661
H -3.1409 0.2238 3.0397
H -3.4941 0.8919 4.6192
H -1.7227 -0.1765 5.6739
H -2.2477 -1.3539 4.4773
H 0.3118 -0.7824 4.9127
H 0.0684 0.4396 3.6911
H 0.8821 -1.3688 2.5363
H -0.0134 -2.5654 3.4620
H -0.5638 -1.5204 0.8850
H -1.5271 -3.6263 1.0579
H -1.9749 -3.3368 2.7513
H -3.7463 -1.7424 1.8190
H -4.0610 -3.4898 1.8061
H -4.4397 -1.7451 -0.2940
H -2.0001 -1.4676 -0.6903
H -1.8622 -3.2179 -1.0011
H -2.8462 -2.2292 -2.0724
H -4.9883 -3.6542 -1.6363
H -5.2955 -4.1492 0.0491
H -3.8192 -4.6854 -0.7802
C 4.2175 6.1586 0.4901
S 2.4828 5.8173 0.1565
O 2.0594 4.7891 1.1409
C 2.7426 4.9105 -1.3637
H 4.2715 6.6586 1.4554
H 4.7617 5.2149 0.5235
H 4.6168 6.8045 -0.2923
H 3.3835 4.0557 -1.1514
H 3.2006 5.5355 -2.1293
H 1.7630 4.5659 -1.6922
C 2.5082 -2.1841 -2.8105
S 3.0807 -0.8657 -1.7348
O 4.1976 -0.1812 -2.4534
C 3.8247 -1.9303 -0.4993
H 2.0328 -1.7160 -3.6704
H 3.3615 -2.7829 -3.1298
H 1.7805 -2.7923 -2.2722
H 4.5871 -2.5498 -0.9722
H 3.0464 -2.5403 -0.0398
H 4.2733 -1.2858 0.2535
C -5.3756 1.6475 8.8693
S -5.1865 0.9650 7.2148
O -6.5309 0.4510 6.8287
C -4.1895 -0.4471 7.6690
H -5.9988 2.5354 8.7859
H -5.8585 0.9066 9.5070
H -4.3951 1.9177 9.2625
H -4.7227 -1.0712 8.3830
H -3.2434 -0.0896 8.0780
H -3.9966 -1.0150 6.7611
C -3.2995 -4.3112 -5.1284
S -3.4754 -5.4233 -3.7260
O -2.1892 -5.3817 -2.9915
C -3.4376 -6.9472 -4.6861
H -3.2471 -3.3010 -4.7267
H -2.3797 -4.5503 -5.6621
H -4.1677 -4.4063 -5.7812
H -2.5029 -6.9956 -5.2444
H -4.2958 -6.9796 -5.3585
H -3.4920 -7.7719 -3.9785
C 6.7527 2.6675 -3.6746
S 5.5150 3.6570 -4.5083
O 5.0710 4.6900 -3.5236
C 4.2453 2.3817 -4.4939
H 7.6342 3.2854 -3.5105
H 6.3467 2.3307 -2.7197
H 7.0115 1.8139 -4.3016
H 4.0492 2.0733 -3.4665
H 4.5949 1.5359 -5.0854
H 3.3457 2.8079 -4.9363
C -5.4774 -5.0052 6.3987
S -6.2007 -3.9801 7.6814
O -5.0718 -3.2329 8.2963
C -6.5974 -5.3219 8.8124
H -5.1186 -4.3390 5.6164
H -4.6443 -5.5688 6.8180
H -6.2397 -5.6714 5.9942
H -5.6857 -5.8668 9.0568
H -7.3328 -5.9800 8.3491
H -7.0173 -4.8741 9.7108
C 4.2832 2.7333 -9.7339
S 4.2699 2.3466 -7.9791
O 5.6900 2.1780 -7.5764
C 3.5964 0.6891 -8.1513
H 4.7167 3.7254 -9.8420
H 4.8953 1.9984 -10.2562
H 3.2614 2.7325 -10.1138
H 4.2586 0.1009 -8.7861
H 2.5938 0.7451 -8.5758
H 3.5484 0.2527 -7.1553
C 9.1841 3.0408 -0.0580
S 9.5778 4.5150 -1.0043
O 9.5403 4.1253 -2.4377
C 11.3145 4.5893 -0.5479
H 8.1405 2.8012 -0.2528
H 9.8239 2.2221 -0.3868
H 9.3224 3.2439 1.0040
H 11.8020 3.6596 -0.8411
H 11.3999 4.7527 0.5265
H 11.7540 5.4270 -1.0852
```

The value obtained for the total energy is -5172.83824 Eh. The net charge is -1. The calculation puts the orbital gap at 3.0 eV.

---

[3]
Below is a molecular structure, C35H88CuF6NO37S13 at a distorted geometry, with properties calculated with ωB97M-V with the def2-TZVPD basis set.

```
181
C35H88CuF6NO37S13 ωB97M-V with the def2-TZVPD basis set
Cu -1.4061 -3.2528 3.6237
C -2.5884 -1.8111 -1.2013
F -3.5574 -1.2148 -0.4538
F -2.7229 -3.1481 -1.1595
F -2.7391 -1.3365 -2.4955
S -0.8259 -1.3432 -0.7086
O -0.1340 -2.6195 -0.6361
O -0.2587 -0.4529 -1.7379
N -1.2333 -0.8477 0.9511
S -1.3358 0.6768 0.8526
O -1.6617 1.3006 -0.4617
O -2.2659 1.1147 1.8770
C 0.3465 1.3051 1.5407
F 1.2839 1.2751 0.5919
F 0.2248 2.5440 2.0002
F 0.7734 0.5653 2.5942
O -9.1546 0.1007 -7.4156
S -9.1363 -0.8095 -6.2992
O -10.2904 -1.4716 -5.7251
O -8.0338 -1.9939 -6.5615
C -8.0842 -3.1567 -5.8414
C -7.6145 -4.3899 -6.6282
C -8.3100 -0.0050 -4.8595
H -9.0664 -3.4274 -5.4541
H -7.4522 -3.1499 -4.9534
H -7.9522 -5.2476 -6.0465
H -6.5247 -4.4066 -6.6214
H -8.1329 -4.3939 -7.5870
H -7.6113 0.7557 -5.2076
H -7.6492 -0.5645 -4.1974
H -9.1438 0.4789 -4.3508
O 0.3598 6.6256 -7.7677
S 0.6955 7.9033 -7.0391
O -0.0959 9.1697 -7.1290
O 0.8660 7.5361 -5.4634
C 1.5650 6.3326 -5.1105
C 0.6998 5.5411 -4.2332
C 2.4172 8.3406 -7.3344
H 2.6253 6.3930 -4.8651
H 1.5327 5.6226 -5.9369
H 1.0518 4.5139 -4.1378
H -0.2845 5.5949 -4.6982
H 0.4894 5.7976 -3.1949
H 2.7564 8.2264 -8.3639
H 3.0782 7.7201 -6.7293
H 2.5460 9.3731 -7.0097
O 8.4509 2.2500 7.6213
S 7.7626 3.4994 7.2728
O 7.5406 4.5008 8.3062
O 8.5834 4.3053 6.0224
C 9.9142 3.8747 5.8691
C 10.5796 4.8171 4.8886
C 6.1731 3.3852 6.4111
H 9.8399 2.8468 5.5143
H 10.4070 4.0113 6.8317
H 11.1126 5.6072 5.4175
H 9.7781 5.2564 4.2947
H 11.4441 4.4372 4.3441
H 6.3099 2.6928 5.5805
H 5.9541 4.4265 6.1746
H 5.3851 2.9594 7.0322
O 3.6149 -6.4545 -8.4827
S 3.0294 -5.4196 -7.5895
O 1.6991 -5.5012 -6.9831
O 4.0783 -5.3061 -6.2823
C 3.6561 -4.5338 -5.1944
C 4.8452 -4.2413 -4.2477
C 3.2225 -3.7728 -8.4169
H 2.9574 -5.1194 -4.5968
H 3.1005 -3.6275 -5.4351
H 4.6955 -3.5557 -3.4137
H 5.6050 -3.7684 -4.8699
H 5.4138 -5.1388 -4.0044
H 2.4225 -3.6317 -9.1437
H 4.1556 -3.8931 -8.9671
H 3.2223 -2.9452 -7.7075
O -0.3754 -9.3204 0.5701
S -1.6244 -8.5110 0.5803
O -1.6586 -7.2499 1.2906
O -2.2285 -8.3375 -0.9816
C -2.3357 -9.5071 -1.8979
C -2.9387 -9.1148 -3.2240
C -2.9579 -9.5886 1.1951
H -2.9613 -10.3567 -1.6243
H -1.3249 -9.8921 -2.0327
H -3.8697 -8.6410 -2.9125
H -3.2263 -9.8876 -3.9369
H -2.4934 -8.3600 -3.8722
H -3.1875 -10.4669 0.5919
H -3.8191 -8.9273 1.0989
H -2.8065 -9.8540 2.2414
O -9.1118 1.0772 0.6065
S -9.6041 0.6623 1.9179
O -10.6532 1.4150 2.5977
O -9.9703 -0.9392 1.9208
C -9.2758 -1.8976 1.1249
C -10.0525 -3.2444 1.1909
C -7.9746 0.5355 2.9191
H -8.3084 -1.9781 1.6206
H -9.2234 -1.4530 0.1311
H -10.8931 -3.1762 0.5005
H -10.4016 -3.3370 2.2193
H -9.3570 -4.0639 1.0096
H -8.2414 0.0521 3.8589
H -7.6081 1.4847 3.3102
H -7.2455 -0.0512 2.3603
O -2.0131 -1.2477 -7.7571
S -1.9057 -0.2556 -8.8280
O -0.5966 0.3342 -9.1641
O -2.7018 -0.9973 -10.0766
C -3.7949 -1.9039 -9.7729
C -4.7303 -1.9099 -10.9655
C -3.1586 1.0913 -8.4874
H -4.2675 -1.6907 -8.8141
H -3.4815 -2.9225 -9.5442
H -4.1461 -2.0504 -11.8750
H -5.3872 -1.0709 -11.1949
H -5.2868 -2.8472 -10.9601
H -2.9339 1.4475 -7.4821
H -4.1684 0.6837 -8.4388
H -3.1187 1.7141 -9.3811
O -3.4362 6.2485 8.3919
S -3.2842 7.6950 8.4759
O -3.3664 8.4719 9.6743
O -1.9277 8.2745 7.7104
C -1.2024 7.3210 6.8825
C 0.0411 7.8764 6.1859
C -4.5298 8.3217 7.2541
H -1.8106 6.7481 6.1825
H -0.7495 6.5094 7.4520
H 0.6714 7.1731 5.6418
H 0.7520 8.3002 6.8952
H -0.1582 8.6946 5.4938
H -4.3738 9.3758 7.0246
H -5.4894 8.0342 7.6839
H -4.3474 7.7202 6.3637
O 10.1673 6.0972 -3.8660
S 9.1323 5.7228 -2.9606
O 7.6945 6.0640 -3.3201
O 9.1536 4.0623 -2.6642
C 8.0193 3.2577 -2.8009
C 7.1091 3.3170 -1.6337
C 9.4255 6.1982 -1.1735
H 8.3467 2.2188 -2.8419
H 7.3894 3.4559 -3.6681
H 7.0793 4.3931 -1.4626
H 7.4642 2.9195 -0.6830
H 6.1993 2.7233 -1.7227
H 10.1307 5.5200 -0.6930
H 8.5950 6.0070 -0.4939
H 9.7681 7.2287 -1.0794
O 3.2151 -3.6998 3.7667
S 4.6401 -3.8004 3.6272
O 5.3883 -2.8946 2.8016
O 5.3029 -3.8638 5.2205
C 6.6196 -3.3701 5.4144
C 6.9657 -4.1250 6.6597
C 4.9396 -5.4963 3.0335
H 6.5685 -2.2845 5.4977
H 7.1986 -3.7065 4.5544
H 6.3288 -3.9440 7.5255
H 8.0161 -4.0010 6.9234
H 6.8695 -5.1828 6.4150
H 4.6095 -6.1040 3.8760
H 6.0102 -5.6326 2.8810
H 4.4179 -5.6059 2.0827
O -0.2597 0.7045 8.7235
S -1.1154 -0.5119 8.8682
O -1.4697 -1.2327 7.6614
O -0.4705 -1.6117 9.9419
C -0.4934 -1.2237 11.2928
C 0.3451 -2.2536 12.0706
C -2.7402 -0.0869 9.7116
H -1.5431 -1.2882 11.5795
H -0.0818 -0.2144 11.2928
H -0.2750 -3.1479 12.1332
H 0.6314 -1.8890 13.0570
H 1.2961 -2.4376 11.5707
H -3.2361 0.2576 8.8041
H -2.6675 0.6303 10.5292
H -3.0527 -1.1055 9.9412
```

As for the expectation value of S²: 0.7638. The value obtained for the total energy is -11640.09328 Eh. The net charge is +1. As for the spin multiplicity: 2. The energy above the lowest of the compared OMol25 structures with the same formula, charge and spin is 212.7 kcal per mole. The calculation puts the orbital gap (spin up / spin down) at 5.3 / 3.3 eV.